The molecule C5H9NO4 at a distorted geometry, computed with ωB97M-V with the def2-TZVPD basis set.

Values from the calculation:
energy above the lowest of the compared OMol25 structures with the same formula, charge and spin	1.487	eV
E	-15010.7569	eV
charge	0

Each atom is followed by the atoms it is bonded to, with distances in Å.
Positions of all 19 atoms, in Å:
1 C -1.32299 -0.21477 0.14106  C2 1.438, C3 1.580, H8 1.056, N15 1.431
2 C -0.98271 1.14894 -0.16077  C1 1.438, O16 1.227, O19 1.359
3 C -0.10561 -1.20606 0.31964  C1 1.580, C4 1.608, H9 1.130, H10 1.126
4 C 1.31166 -0.67926 0.86812  C3 1.608, C5 1.541, H11 1.070, H12 1.141
5 C 2.03452 0.15047 -0.21029  C4 1.541, O17 1.184, O18 1.298
6 H -1.85787 -0.24605 -1.78997  N15 1.046
7 H -2.36095 -1.68525 -0.90905  N15 1.041
8 H -1.92092 -0.10790 1.00519  C1 1.056
9 H 0.11932 -1.87465 -0.56275  C3 1.130
10 H -0.59044 -1.98677 0.97064  C3 1.126
11 H 1.87805 -1.55530 1.10678  C4 1.070
12 H 1.41587 -0.18671 1.89252  C4 1.141
13 H 2.20492 1.77313 -1.01388  O18 0.985
14 H -0.53646 2.72355 0.81557  O19 0.978
15 N -2.20785 -0.65596 -0.89360  C1 1.431, H6 1.046, H7 1.041
16 O -0.75939 1.66749 -1.24979  C2 1.227
17 O 2.34292 -0.31940 -1.25264  C5 1.184
18 O 2.20038 1.43207 -0.08985  C5 1.298, H13 0.985
19 O -0.86246 1.82243 1.01308  C2 1.359, H14 0.978

natural (NBO) atomic charge list, values in e, 2 entries: -0.1845 0.7992

***

A cluster of 2 separate species, C5H9NO4 in total at a distorted geometry, computed with ωB97M-V with the def2-TZVPD basis set.

Values from the calculation:
energy above the lowest of the compared OMol25 structures with the same formula, charge and spin	2.440	eV
E	-15009.8041	eV
charge	0

Each atom is followed by the atoms it is bonded to, with distances in Å.
Positions of all 19 atoms, in Å:
1 C -2.60323 -1.03853 1.30452  O2 1.410, H10 1.103, H11 1.103, H12 1.096
2 O -1.47407 -0.23655 1.04209  C1 1.410, C3 1.387
3 C -1.02782 -0.32879 -0.26799  O2 1.387, C4 1.509, H13 1.107, H14 1.105
4 C 0.09581 0.65304 -0.49061  C3 1.509, O5 1.206, O6 1.334
5 O 0.49903 1.46585 0.30367  C4 1.206
6 O 0.70420 0.39102 -1.64907  C4 1.334, C7 1.418
7 C 1.99404 0.94366 -1.85045  O6 1.418, C8 1.472, H15 1.099, H16 1.100
8 C 2.65386 0.18382 -2.92500  C7 1.472, N9 1.160
9 N 3.13973 -0.50877 -3.71889  C8 1.160
10 H -3.45697 -0.73456 0.67585  C1 1.103
11 H -2.38438 -2.10530 1.12760  C1 1.103
12 H -2.87707 -0.89239 2.35573  C1 1.096
13 H -0.66023 -1.34977 -0.48454  C3 1.107
14 H -1.80776 -0.10762 -1.01907  C3 1.105
15 H 1.90189 2.00407 -2.12274  C7 1.099
16 H 2.65517 0.92279 -0.97184  C7 1.100
17 O 1.14395 0.40253 3.14489  H18 0.969, H19 0.994
18 H 0.88362 0.77064 2.28725  O17 0.969
19 H 0.62022 -0.43516 3.25862  O17 0.994

natural (NBO) atomic charge list, values in e, 2 entries: -0.2509 -0.5201

***

The molecule C5H9NO4 at a distorted geometry, computed with ωB97M-V with the def2-TZVPD basis set.

Values from the calculation:
energy above the lowest of the compared OMol25 structures with the same formula, charge and spin	2.444	eV
E	-15009.8003	eV
charge	0

Each atom is followed by the atoms it is bonded to, with distances in Å.
Positions of all 19 atoms, in Å:
1 C -0.20141 0.78155 -2.35607  N2 1.444, H10 1.102, H11 1.098, H12 1.099
2 N 1.19090 0.46709 -2.13482  C1 1.444, C3 1.258
3 C 1.55429 -0.39242 -1.29073  N2 1.258, O4 1.345, C8 1.531
4 O 2.82634 -0.82891 -1.30435  C3 1.345, C5 1.437
5 C 3.54968 -0.96888 -0.07011  O4 1.437, C6 1.511, O7 1.393, H13 1.098
6 C 3.83345 0.38670 0.53296  C5 1.511, H14 1.097, H15 1.097, H16 1.097
7 O 2.82288 -1.74035 0.83337  C5 1.393, H18 1.074
8 C 0.63111 -1.00406 -0.23292  C3 1.531, O9 1.202, O17 1.472
9 O 0.01328 -0.36118 0.57311  C8 1.202
10 H -0.90259 0.38875 -1.60253  C1 1.102
11 H -0.31297 1.87374 -2.38927  C1 1.098
12 H -0.49955 0.39594 -3.34139  C1 1.099
13 H 4.47117 -1.48069 -0.37753  C5 1.098
14 H 2.91274 0.84080 0.92009  C6 1.097
15 H 4.55134 0.26716 1.35360  C6 1.097
16 H 4.25408 1.05038 -0.23200  C6 1.097
17 O 0.34862 -2.44459 -0.33763  C8 1.472, H19 0.966
18 H 2.34351 -2.61144 0.42710  O7 1.074
19 H 0.60525 -2.78105 -1.20608  O17 0.966

natural (NBO) atomic charge list, values in e, 2 entries: -0.4473 -0.3907

***

A cluster of 2 separate species, C5H9NO4S in total at a distorted geometry, computed with ωB97M-V with the def2-TZVPD basis set.

Values from the calculation:
energy above the lowest of the compared OMol25 structures with the same formula, charge and spin	2.723	eV
E	-25844.4872	eV
charge	0

Each atom is followed by the atoms it is bonded to, with distances in Å.
Positions of all 20 atoms, in Å:
1 C -3.39917 1.68989 -0.34111  C2 1.316, H12 1.078, H13 1.080
2 C -2.75143 0.96923 0.54990  C1 1.316, S11 1.823, H14 1.076
3 C 1.84481 1.05411 0.21074  C4 1.542, O7 1.199, O8 1.316
4 C 2.09457 -0.24805 -0.57639  C3 1.542, N6 1.436, H15 1.098, H16 1.096
5 C 2.03828 -2.46051 0.16240  N6 1.256, H17 1.080, H18 1.091
6 N 1.45247 -1.35300 0.07850  C4 1.436, C5 1.256
7 O 2.71822 1.58678 0.83642  C3 1.199
8 O 0.62146 1.53152 0.12752  C3 1.316, H20 1.003
9 O -1.06142 -0.07088 -1.10911  S11 1.479
10 O -0.96156 -0.79606 1.26366  S11 1.630, H19 0.994
11 S -1.93694 -0.55870 -0.02091  C2 1.823, O9 1.479, O10 1.630
12 H -3.90648 2.61085 -0.10497  C1 1.078
13 H -3.42413 1.38349 -1.37608  C1 1.080
14 H -2.66592 1.20061 1.59722  C2 1.076
15 H 3.17603 -0.39820 -0.69371  C4 1.098
16 H 1.62820 -0.13301 -1.56164  C4 1.096
17 H 1.53205 -3.27462 0.65900  C5 1.080
18 H 3.04403 -2.64891 -0.21605  C5 1.091
19 H -0.05446 -1.04959 0.94707  O10 0.994
20 H 0.01139 0.96504 -0.43246  O8 1.003

natural (NBO) atomic charge list, values in e, 2 entries: -0.3382 -0.4400

***

The molecule C5H9NOS at a distorted geometry, computed with ωB97M-V with the def2-TZVPD basis set.

Values from the calculation:
energy above the lowest of the compared OMol25 structures with the same formula, charge and spin	3.878	eV
E	-19700.4252	eV
charge	0

Each atom is followed by the atoms it is bonded to, with distances in Å.
Positions of all 17 atoms, in Å:
1 C 0.02454 1.46725 0.33446  N6 1.209, S8 1.790
2 C -1.37023 -1.24172 -0.23332  C3 1.542, O7 1.456, H9 1.107, H10 1.105
3 C -1.95925 -0.25168 0.79114  C2 1.542, S8 1.827, H11 1.023, H12 1.161
4 C 0.73495 -0.24819 -0.62180  C5 1.490, O7 1.330, H13 1.066
5 C 2.21784 -0.34527 -0.52000  C4 1.490, H14 1.016, H15 1.165, H16 1.115
6 N 0.83432 2.28351 0.70970  C1 1.209, H17 1.036
7 O 0.07634 -1.26349 -0.06976  C2 1.456, C4 1.330
8 S -1.76181 1.47539 0.22757  C1 1.790, C3 1.827
9 H -1.54286 -2.33429 -0.28850  C2 1.107
10 H -1.47461 -0.95880 -1.29631  C2 1.105
11 H -2.98159 -0.27488 0.80271  C3 1.023
12 H -1.53435 -0.45349 1.85205  C3 1.161
13 H 0.24511 0.11041 -1.49764  C4 1.066
14 H 2.47519 -0.99380 0.21892  C5 1.016
15 H 2.80754 0.59520 -0.16554  C5 1.165
16 H 2.62657 -0.69560 -1.49590  C5 1.115
17 H 0.58229 3.12945 1.25221  N6 1.036

natural (NBO) atomic charge list, values in e, 2 entries: 0.1043 -0.0944

***

The molecule C5H9NOS at a distorted geometry, computed with ωB97M-V with the def2-TZVPD basis set.

Values from the calculation:
energy above the lowest of the compared OMol25 structures with the same formula, charge and spin	4.832	eV
E	-19699.4712	eV
charge	0

Each atom is followed by the atoms it is bonded to, with distances in Å.
Positions of all 17 atoms, in Å:
1 C 0.01139 1.06921 -0.39948  C2 1.301, C3 1.503, H9 1.010
2 C 0.77420 0.04932 -0.13270  C1 1.301, C4 1.496, S8 2.009
3 C -1.44653 0.75465 -0.21734  C1 1.503, C5 1.577, H10 1.154, H11 0.965
4 C 0.10459 -1.24349 0.21140  C2 1.496, C5 1.621, H12 0.994, H13 1.123
5 C -1.40290 -0.68582 0.42220  C3 1.577, C4 1.621, H14 1.123, H15 1.098
6 N 3.38890 1.22523 0.35458  S8 1.486, H16 0.974
7 O 3.19572 -1.17036 -0.56852  S8 1.398
8 S 2.74554 -0.10711 0.21884  C2 2.009, N6 1.486, O7 1.398, H17 1.414
9 H 0.41263 1.99043 -0.50028  C1 1.010
10 H -2.03967 1.44249 0.49384  C3 1.154
11 H -1.91188 0.82846 -1.05991  C3 0.965
12 H 0.24402 -1.87134 -0.54649  C4 0.994
13 H 0.64965 -1.74000 1.05896  C4 1.123
14 H -1.49906 -0.52785 1.53001  C5 1.123
15 H -2.20584 -1.33050 0.04052  C5 1.098
16 H 3.53896 1.70563 -0.47983  N6 0.974
17 H 2.69970 -0.53017 1.56703  S8 1.414

natural (NBO) atomic charge list, values in e, 2 entries: -0.2034 -0.1599

***

The molecule C5H9NOS at a distorted geometry, computed with ωB97M-V with the def2-TZVPD basis set.

Values from the calculation:
spin multiplicity	3
energy above the lowest of the compared OMol25 structures with the same formula, charge and spin	0.933	eV
E	-19697.8330	eV
charge	0

Each atom is followed by the atoms it is bonded to, with distances in Å.
Positions of all 17 atoms, in Å:
1 C -0.72335 -1.09767 0.03386  C4 1.484, N6 1.265, S8 1.770
2 C 0.22772 1.44372 -1.03359  C3 1.542, O7 1.390, H9 1.090, H10 1.212
3 C 0.81998 0.32331 -1.91143  C2 1.542, S8 1.803, H11 1.152, H12 1.115
4 C -0.45970 0.10712 0.85885  C1 1.484, C5 1.546, O7 1.420, H13 1.054
5 C 0.27104 -0.22330 2.18046  C4 1.546, H14 1.106, H15 1.037, H16 1.090
6 N -1.47435 -1.99473 0.51632  C1 1.265, H17 0.996
7 O 0.39782 1.09160 0.29985  C2 1.390, C4 1.420
8 S 0.20712 -1.30995 -1.45673  C1 1.770, C3 1.803
9 H 0.68703 2.42759 -1.13164  C2 1.090
10 H -0.86222 1.68261 -1.50723  C2 1.212
11 H 0.55413 0.34904 -3.03210  C3 1.152
12 H 1.92093 0.22931 -1.75868  C3 1.115
13 H -1.37143 0.62754 0.95083  C4 1.054
14 H 1.31287 0.03373 1.91361  C5 1.106
15 H 0.25704 -1.25969 2.21008  C5 1.037
16 H -0.16473 0.25427 3.05861  C5 1.090
17 H -1.59989 -2.68448 -0.19107  N6 0.996

natural (NBO) atomic charge list, values in e, 2 entries: -0.2147 -0.0775

***

The molecule C5H9NS at a distorted geometry, computed with ωB97M-V with the def2-TZVPD basis set.

Values from the calculation:
energy above the lowest of the compared OMol25 structures with the same formula, charge and spin	1.603	eV
E	-17654.5906	eV
charge	0

Each atom is followed by the atoms it is bonded to, with distances in Å.
Positions of all 16 atoms, in Å:
1 C -0.39442 -1.07371 -1.27042  C2 1.536, H6 1.061, H7 1.046, H8 1.092
2 C -0.14782 -0.20463 -0.02853  C1 1.536, C3 1.528, C5 1.495, N15 1.480
3 C -0.44604 -0.88439 1.30728  C2 1.528, H9 1.118, H10 1.145, H11 1.129
4 C 0.54436 1.83271 -0.07188  C5 1.545, H13 1.099, H14 1.118, N15 1.493
5 C 1.20284 0.43510 -0.07013  C2 1.495, C4 1.545, S16 1.656
6 H 0.18501 -1.95570 -1.16150  C1 1.061
7 H -1.40684 -1.31314 -1.37755  C1 1.046
8 H -0.09492 -0.52726 -2.16745  C1 1.092
9 H 0.05400 -1.87028 1.13908  C3 1.118
10 H 0.01574 -0.35814 2.21384  C3 1.145
11 H -1.53199 -1.19455 1.30858  C3 1.129
12 H -1.46683 1.38696 0.47255  N15 0.998
13 H 0.77136 2.36977 0.85913  C4 1.099
14 H 0.77309 2.47741 -0.95568  C4 1.118
15 N -0.76704 1.12973 -0.19051  C2 1.480, C4 1.493, H12 0.998
16 S 2.70951 -0.24988 -0.00683  C5 1.656

natural (NBO) atomic charge list, values in e, 2 entries: -0.5915 -0.0080